Entry 1
Below is C3H6O2 as an isolated structure, with properties calculated with ωB97M-V with the def2-TZVPD basis set.

Last column: Mulliken charge in e.
Geometry (Å):
O  1.53  -0.98  0.45  -0.568
C  0.27  -0.36  0.67  0.089
C  0.35  1.15  0.49  -0.481
O  -0.81  0.90  -0.86  -0.431
C  -0.70  -0.52  -0.49  -0.294
H  2.08  -0.25  0.12  0.388
H  -0.12  -0.75  1.62  0.283
H  -0.36  1.66  1.16  0.134
H  -0.23  1.10  -1.60  0.401
H  -1.71  -0.85  -0.23  0.222
H  -0.30  -1.12  -1.32  0.257

Values from the calculation:
HOMO level	-8.31	eV
gap between HOMO and LUMO	8.836	eV



Entry 2
Below is a 2-piece molecular cluster, C3H6O2 overall, with properties calculated with ωB97M-V with the def2-TZVPD basis set.

Last column: Mulliken charge in e.
Geometry (Å):
C  0.92  -0.21  0.77  -0.608
C  -0.15  -0.97  0.51  -0.085
C  -0.63  -1.15  -0.88  0.128
O  -1.44  -1.98  -1.22  -0.467
H  1.28  -0.05  1.78  0.244
H  1.48  0.28  -0.02  0.248
H  -0.70  -1.49  1.29  0.298
H  -0.19  -0.44  -1.62  0.220
O  -0.14  2.33  0.04  -0.642
H  0.31  2.20  -0.81  0.328
H  -0.68  1.54  0.14  0.337

Values from the calculation:
HOMO level	-10.30	eV
gap between HOMO and LUMO	10.319	eV
SMILES string	C=CC=O.O



Entry 3
Below is one molecule with the formula C3H6O2, with properties calculated with ωB97M-V with the def2-TZVPD basis set.

Last column: Mulliken charge in e.
Geometry (Å):
O  -1.75  0.70  -1.07  -0.476
C  -0.36  0.32  -1.04  -0.597
C  -0.15  -0.43  0.33  -0.047
C  1.13  -0.40  0.95  -0.342
O  0.06  0.32  1.52  -0.411
H  -1.69  1.33  -0.38  0.302
H  0.36  1.15  -1.04  0.341
H  -0.10  -0.54  -1.64  0.321
H  -0.79  -1.27  0.38  0.410
H  1.40  -1.28  1.58  0.237
H  1.89  0.10  0.43  0.260

Values from the calculation:
HOMO level	-10.09	eV
gap between HOMO and LUMO	11.142	eV
SMILES string	OC[C@H]1CO1



Which one is the least stable? From the structures above, entry 1.